1.
{"formula": "CH2O6S2", "method": "wB97M-V/def2-TZVPD", "elements": ["C", "O", "O", "O", "O", "O", "O", "S", "S", "H", "H"], "positions_angstrom": [[0.400, 0.370, -0.320], [-3.539, -1.052, -0.241], [2.273, -1.436, -0.770], [-2.934, 1.208, 0.445], [1.978, -0.755, 1.585], [2.900, 0.814, -0.101], [-1.129, -0.546, -0.346], [-2.604, -0.258, 0.550], [1.921, -0.363, 0.155], [0.004, 1.249, 0.297], [0.731, 0.768, -1.255]], "atomic_forces_ev_per_a": [[-4.854, 0.639, 1.727], [-0.252, -0.563, -0.764], [-1.076, -0.058, 0.034], [0.663, -0.929, -0.160], [-0.895, 0.354, -1.487], [-2.724, -1.739, 0.431], [3.366, 1.218, -0.967], [0.554, 1.726, 1.125], [4.921, 0.924, 1.769], [1.161, -1.433, -0.500], [-0.863, -0.138, -1.208]], "lowdin_charge": [-0.164, -0.548, -0.403, -0.595, -0.423, -0.473, -0.496, 0.556, 0.400, 0.100, 0.046], "relative_energy_ev": 1.526, "homo_lumo_gap_ev": 7.2, "total_charge": -2, "energy_ev": -35023.2913, "largest_force_ev_per_a": 5.310}

---

2.
{"formula": "ClHNO3P", "method": "wB97M-V/def2-TZVPD", "elements": ["N", "O", "O", "O", "P", "Cl", "H"], "positions_angstrom": [[-1.498, -0.741, -0.603], [-0.198, -0.708, -1.023], [0.763, -0.056, 1.891], [-2.282, -0.279, -1.272], [1.417, 0.720, 0.665], [1.707, 2.655, 1.312], [0.091, -1.590, -0.969]], "atomic_forces_ev_per_a": [[-0.493, -3.112, 4.353], [0.728, 2.696, -2.569], [2.452, 2.826, -4.715], [-1.330, 2.258, -2.734], [-2.145, -2.522, 5.045], [-0.022, -0.105, -0.119], [0.810, -2.041, 0.739]], "lowdin_charge": [-0.137, -0.115, -0.577, 0.112, 0.532, 0.116, 0.069], "smiles": "O=PCl.O=NO", "relative_energy_ev": 1.680, "homo_lumo_gap_ev": 9.2, "energy_ev": -29457.0954, "largest_force_ev_per_a": 6.034}

---

3.
{"formula": "C19H21BrN2O4S", "method": "wB97M-V/def2-TZVPD", "elements": ["C", "H", "H", "H", "C", "C", "C", "N", "C", "C", "C", "C", "C", "C", "N", "S", "O", "O", "C", "C", "C", "C", "C", "C", "H", "H", "Br", "H", "H", "H", "H", "C", "O", "O", "H", "H", "H", "C", "C", "H", "H", "H", "H", "H", "H", "H", "H", "H"], "positions_angstrom": [[-0.082, 0.134, -5.034], [-0.903, 0.658, -5.438], [0.783, -0.108, -5.580], [-0.563, -0.947, -4.833], [0.134, 0.629, -3.811], [-0.882, 0.986, -2.912], [-0.416, 1.732, -1.641], [0.604, 0.552, -0.926], [0.822, 0.650, 0.425], [0.449, 1.892, 1.249], [0.870, 1.844, 2.592], [1.246, 0.628, 3.173], [1.253, -0.437, 2.483], [1.356, -0.388, 1.186], [1.383, -1.732, 0.440], [0.454, -2.746, 0.896], [0.176, -3.653, -0.158], [0.869, -3.287, 2.174], [-1.047, -2.040, 1.335], [-1.713, -1.477, 0.061], [-2.879, -0.783, 0.155], [-3.015, -0.096, 1.371], [-2.368, -0.586, 2.620], [-1.323, -1.349, 2.412], [-0.790, -2.111, 3.362], [-2.770, -0.227, 3.650], [-4.762, 1.103, 1.583], [-3.294, -0.451, -0.583], [-1.487, -1.863, -0.969], [1.279, -1.438, -0.523], [1.883, -1.359, 3.044], [1.271, 0.690, 4.675], [1.054, 1.754, 5.449], [1.728, -0.306, 5.167], [1.883, -0.212, 6.135], [0.613, 2.746, 3.273], [0.082, 2.606, 0.760], [1.898, 0.812, -1.751], [1.475, -0.099, -3.080], [2.489, -0.142, -3.780], [1.003, -0.926, -2.832], [2.746, 0.190, -1.347], [2.204, 1.600, -2.064], [-1.330, 1.699, -0.922], [0.093, 2.455, -1.800], [-1.688, 1.579, -3.163], [-1.397, 0.028, -2.577], [0.610, 1.796, -3.943]], "atomic_forces_ev_per_a": [[-3.638, -6.017, -3.228], [-0.564, 0.616, -1.689], [0.838, 0.369, -1.226], [0.736, 1.630, -0.637], [9.027, 6.564, 4.160], [-1.945, -2.122, 4.881], [-6.492, -13.937, 4.226], [0.523, 3.683, -2.778], [-0.804, 3.767, 3.455], [5.494, -9.247, 3.083], [-2.641, 2.448, -0.628], [-2.246, 7.318, 4.477], [5.720, -7.486, 3.293], [-1.727, -2.281, -6.039], [5.810, 8.796, -2.250], [-5.269, -8.445, 5.360], [0.205, -0.509, -1.349], [0.642, 0.139, -0.475], [-1.111, 3.086, -8.798], [0.894, -3.809, 1.107], [5.470, -0.375, 8.900], [-2.134, -1.239, 3.413], [-5.085, 5.257, -0.802], [3.097, -5.849, 6.831], [-1.404, 3.113, -2.151], [1.021, -0.592, -2.118], [2.354, -1.418, -0.256], [-5.049, 3.209, -8.308], [0.242, 0.142, 1.292], [-0.066, -0.579, -0.507], [-2.628, 1.983, -1.614], [-1.879, 10.367, 0.501], [0.381, -4.353, -3.986], [2.954, -7.175, 3.891], [-0.355, 0.148, -0.635], [0.828, -1.696, -1.138], [-2.981, 6.064, -3.432], [-4.600, -15.248, 1.792], [2.445, 7.000, -1.903], [-3.112, -0.233, 1.386], [-0.974, -4.739, 1.582], [-0.774, 0.915, 0.183], [2.927, 10.464, -2.959], [1.799, 0.953, -1.158], [5.970, 9.520, -1.560], [-1.638, 1.342, -1.990], [0.336, 0.837, 0.091], [-0.595, -2.382, -0.291]], "lowdin_charge": [-0.122, 0.088, 0.080, 0.154, -0.498, -0.214, 0.018, -0.038, -0.170, 0.094, 0.028, -0.188, -0.107, -0.156, -0.045, 0.483, -0.258, -0.294, -0.254, -0.001, -0.125, -0.406, -0.085, -0.192, 0.229, 0.148, 0.497, 0.004, 0.126, 0.102, 0.226, -0.482, -0.027, 0.201, 0.186, 0.155, 0.014, -0.061, -0.034, 0.169, 0.025, 0.134, -0.002, 0.156, 0.003, 0.103, 0.138, 0.199], "smiles": "CC1CCN(c2ccc(C(=O)O)cc2NS(=O)(=O)c2ccc(Br)cc2)CC1", "relative_energy_ev": 14.839, "homo_lumo_gap_ev": 8.7, "energy_ev": -112077.0251, "largest_force_ev_per_a": 16.027}

---

4.
{"formula": "C4H12", "method": "wB97M-V/def2-TZVPD", "elements": ["C", "C", "H", "H", "H", "H", "H", "H", "C", "C", "H", "H", "H", "H", "H", "H"], "positions_angstrom": [[-2.058, -0.510, 1.063], [-0.724, -0.535, 1.870], [-2.522, -1.498, 1.134], [-2.764, 0.131, 1.580], [-1.816, -0.294, 0.030], [0.033, -0.065, 1.242], [-0.265, -1.473, 2.178], [-0.787, 0.150, 2.716], [1.602, -0.187, -1.188], [1.133, 1.197, -1.709], [1.595, -0.162, -0.108], [0.861, -0.920, -1.507], [2.555, -0.436, -1.645], [0.219, 1.117, -2.301], [1.800, 1.592, -2.480], [1.139, 1.892, -0.874]], "atomic_forces_ev_per_a": [[0.814, -1.486, 1.337], [0.254, 1.252, -0.537], [-0.009, -0.018, -0.352], [-0.031, 0.530, -0.582], [-0.574, 0.327, -0.118], [0.117, -0.004, 0.013], [-0.586, -0.254, 0.013], [-0.043, -0.330, 0.280], [-0.831, 0.630, -0.960], [0.699, -0.387, -0.676], [0.499, -0.304, 0.157], [0.187, -0.281, 0.111], [0.153, -0.234, 0.459], [-0.442, 0.227, 0.787], [0.382, 0.007, 0.334], [-0.590, 0.326, -0.267]], "lowdin_charge": [-0.143, -0.157, 0.057, 0.057, 0.051, 0.021, 0.063, 0.057, -0.159, -0.165, 0.032, 0.059, 0.059, 0.058, 0.054, 0.058], "smiles": "CC.CC", "relative_energy_ev": 0.580, "homo_lumo_gap_ev": 12.8, "energy_ev": -4341.9480, "largest_force_ev_per_a": 2.159}